The molecule C10H17N7OS at a distorted geometry, computed with the ωB97M-V functional and the def2-TZVPD basis.

```
! RIJCOSX wB97M-V def2-TZVPD def2/J DEFGRID3
* xyz 0 1
H 0.643 -2.750 0.502
C -1.387 -2.587 -1.510
H 2.722 -1.176 -0.188
N -0.978 2.543 2.873
C -0.143 2.247 1.803
H -0.454 -2.104 -4.157
C -1.011 0.074 -0.192
H -1.211 2.460 4.998
H 0.414 -0.562 -4.089
C 1.853 1.582 0.938
H -0.359 -0.294 0.646
H 0.039 1.431 4.361
C 0.906 -1.945 -2.530
N -0.667 2.389 0.553
N 1.117 1.881 1.999
C -1.661 1.369 0.224
H -2.265 1.759 -0.609
H -1.807 -2.648 -2.531
H 0.111 2.377 -0.111
N -2.130 3.181 2.666
H 3.068 -2.932 -0.529
C -0.431 2.388 4.229
C 0.513 -1.633 -3.946
H -2.326 1.249 1.067
N 0.968 -2.390 -0.401
C 0.097 -2.306 -1.506
C 2.379 -2.081 -0.706
S -2.263 -1.217 -0.628
N 2.219 -1.760 -2.105
H 1.249 -2.053 -4.653
H -0.355 0.252 -1.020
O -2.830 3.457 3.633
N 2.468 1.207 0.042
H 0.331 3.160 4.430
H 2.790 -1.018 -2.507
H -1.607 -3.552 -1.048
*
```

Values from the calculation:
SMILES	CC1=C(CSCCN/C(=N\C#N)N(C)N=O)NCN1


A cluster of 2 separate species, C4H13N2O in total at a distorted geometry, computed with the ωB97M-V functional and the def2-TZVPD basis.

```
! RIJCOSX wB97M-V def2-TZVPD def2/J DEFGRID3
* xyz 1 1
C 2.027 -0.629 -0.493
H -0.453 1.605 0.001
N -0.943 0.880 0.558
H 1.961 -1.617 -0.894
H -1.792 0.738 -0.016
H 1.697 0.173 -1.161
H -1.265 1.270 1.467
H 3.092 -0.427 -0.314
H -2.866 -0.861 0.182
H 1.488 -1.225 1.593
C -0.191 -0.393 0.560
O -0.134 2.652 -1.360
H 1.591 0.567 1.204
H 0.184 2.672 -2.273
H -2.633 -2.559 0.202
H -0.427 -2.509 0.304
N -2.240 -1.642 0.139
C 1.311 -0.445 0.868
C -0.883 -1.539 0.366
H 0.475 3.290 -0.933
*
```

Values from the calculation:
energy above the lowest of the compared OMol25 structures with the same formula, charge and spin	1.9194	eV


A structure of composition C22H4B5BaBr2O40 at a distorted geometry, computed with the ωB97M-V functional and the def2-TZVPD basis.

```
! RIJCOSX wB97M-V def2-TZVPD def2/J DEFGRID3
* xyz -3 1
C 0.629 -4.491 1.869
O -0.452 -3.639 -1.027
B 0.072 -4.843 -0.297
H -2.809 3.712 -3.186
C -4.278 -3.990 3.808
H -5.376 3.532 -2.861
O 6.122 3.913 -3.377
O 1.530 -4.877 -0.174
O -4.799 -3.386 2.660
O -4.759 -1.011 1.850
O 1.952 2.210 -2.698
C 2.098 -1.355 -1.507
O 0.390 1.085 2.655
C 3.943 0.410 2.278
O 0.117 5.135 3.704
C -3.078 -3.085 4.179
O 1.722 4.467 -2.936
O 1.165 -1.586 -2.308
O 3.369 3.740 -1.324
O -0.368 4.525 -3.844
O 4.095 0.239 0.993
H -5.232 3.420 -1.230
C 2.964 -0.659 2.833
O -1.482 -3.376 -3.028
B 0.452 2.299 1.796
Ba -1.354 -0.789 -2.927
O -0.166 2.000 0.456
O -3.130 -1.685 -1.200
O -0.886 -6.220 -3.367
O 1.794 2.922 1.721
O 5.402 4.188 -0.462
C 0.810 2.418 -3.220
O -0.309 -1.096 2.317
B -4.007 -2.242 2.231
C 0.460 4.194 3.024
O 3.068 -4.415 1.503
O -4.820 -4.790 4.575
C -0.505 0.718 0.503
O 2.133 -0.430 -0.399
O 3.926 -2.946 -2.164
C -0.688 -5.524 -2.360
Br -3.283 1.405 -2.314
Br -4.660 5.814 -1.805
O 2.783 4.855 2.494
C 0.657 3.980 -3.499
O 4.302 1.442 2.834
O -2.249 -3.282 5.093
O -0.295 -5.968 -1.195
O 3.793 3.337 -3.427
O 2.536 -1.384 1.785
O -0.110 1.649 -3.394
C 4.990 3.760 -2.817
O -1.040 0.149 -0.467
C 3.399 -2.080 -1.426
C -0.836 -4.026 -2.213
C 1.830 3.990 2.411
C 4.676 3.992 -1.415
C -3.290 3.356 -2.275
O 0.466 -4.183 3.030
O -0.371 -4.914 1.057
O -3.221 -2.463 1.021
C -4.686 3.839 -2.075
B 2.712 3.404 -2.570
O -5.037 0.197 -0.148
C 1.920 -4.615 1.080
H -2.693 3.669 -1.418
O 2.558 -0.777 4.039
B 3.184 -0.873 0.506
O -0.318 3.280 2.502
C -4.584 -0.749 0.525
C -0.172 0.131 1.984
C -3.617 -1.805 -0.025
O 3.960 -1.804 -0.284
O -3.021 -2.018 3.342
*
```

Values from the calculation:
energy above the lowest of the compared OMol25 structures with the same formula, charge and spin	0.0000	eV


The ion C6H12F3N2O3S with charge +1 at a distorted geometry, computed with the ωB97M-V functional and the def2-TZVPD basis.

```
! RIJCOSX wB97M-V def2-TZVPD def2/J DEFGRID3
* xyz 1 1
C 1.709 -1.221 1.448
H 1.858 -0.493 2.229
H 1.356 -0.993 -2.168
H -1.162 1.765 -2.523
C 0.697 -0.100 -2.345
C 0.276 0.031 0.020
H 1.357 0.611 -2.556
H -1.594 1.990 -0.946
H 2.670 -1.706 1.364
F -3.676 0.312 2.997
C -2.682 0.668 2.192
F -3.084 1.524 1.237
C -1.274 1.141 -1.624
N 1.516 -0.360 0.311
H 2.626 1.022 -0.962
N -0.048 0.437 -1.237
H 2.973 -0.711 -1.262
O -1.900 -1.847 2.033
H 0.751 -1.757 1.682
S -2.020 -0.737 1.195
O -2.510 -0.937 -0.130
F -1.711 1.256 2.955
O -0.569 0.133 1.046
H 3.579 -0.062 0.287
H 0.069 -0.309 -3.153
H -1.967 0.297 -1.724
C 2.762 0.046 -0.365
*
```

Values from the calculation:
SMILES	CN(C)C(OS(=O)(=O)C(F)(F)F)=[N+](C)C
energy above the lowest of the compared OMol25 structures with the same formula, charge and spin	0.2922	eV


Number 1: orbital gap 5.6 eV. Number 2: orbital gap 9.0 eV. Number 3: orbital gap 7.1 eV. Number 4: orbital gap 10.3 eV.